{
  "formula": "C26H51F3SbSi2Y",
  "method": "ωB97M-V/def2-TZVPD",
  "elements": ["Y", "C", "Si", "C", "C", "C", "Si", "C", "C", "C", "H", "H", "H", "H", "H", "H", "H", "H", "H", "H", "H", "H", "H", "H", "H", "H", "H", "H", "H", "C", "C", "C", "C", "Sb", "C", "C", "C", "C", "C", "C", "C", "C", "H", "H", "H", "H", "H", "H", "H", "H", "H", "H", "H", "H", "H", "H", "H", "H", "H", "H", "H", "H", "H", "H", "H", "H", "H", "H", "H", "F", "C", "F", "F", "C", "C", "C", "C", "C", "C", "H", "H", "H", "H", "H"],
  "positions_angstrom": [[0.64, 0.79, 0.94], [-2.10, 2.95, 3.06], [-1.47, 1.50, 3.98], [-0.24, 2.36, 5.16], [-2.95, 0.87, 4.97], [-0.64, 0.24, 2.82], [0.29, -0.94, 3.92], [2.15, -0.53, 4.05], [-0.31, -1.29, 5.65], [0.36, -2.73, 3.21], [-1.37, 3.46, 2.38], [-2.47, 3.69, 3.80], [-2.94, 2.58, 2.42], [0.02, 1.72, 6.03], [-0.65, 3.33, 5.55], [0.60, 2.61, 4.50], [-3.42, 1.70, 5.54], [-2.68, 0.02, 5.60], [-3.74, 0.65, 4.24], [-1.50, -0.28, 2.33], [2.31, 0.53, 4.32], [2.73, -0.74, 3.17], [2.59, -1.14, 4.83], [-0.24, -0.48, 6.39], [0.28, -2.13, 6.07], [-1.39, -1.57, 5.61], [0.16, -3.53, 3.93], [1.38, -2.94, 2.84], [-0.35, -2.87, 2.42], [-1.61, 2.62, -2.82], [-2.26, 1.27, -2.57], [-2.99, 1.06, -1.22], [-2.99, 0.74, -3.74], [-0.44, -0.08, -2.26], [-1.24, -2.16, -2.05], [-1.35, -2.82, -3.42], [-0.22, -2.88, -1.17], [-2.55, -2.17, -1.26], [1.05, 0.12, -3.90], [2.15, -0.91, -3.73], [1.72, 1.50, -3.72], [0.44, -0.16, -5.28], [-2.40, 3.36, -2.99], [-0.95, 2.59, -3.69], [-0.96, 2.89, -2.01], [-3.99, 1.41, -1.45], [-2.55, 1.67, -0.38], [-3.06, 0.02, -0.94], [-4.01, 1.09, -3.90], [-3.19, -0.33, -3.75], [-2.45, 0.93, -4.74], [-0.45, -2.67, -4.02], [-2.21, -2.56, -4.08], [-1.45, -3.89, -3.25], [0.41, -3.48, -1.90], [-0.78, -3.60, -0.40], [0.53, -2.21, -0.62], [-3.41, -1.69, -1.85], [-2.47, -1.70, -0.29], [-2.85, -3.19, -1.01], [2.90, -0.69, -2.95], [2.71, -0.92, -4.70], [1.75, -1.91, -3.59], [2.28, 1.45, -2.83], [0.98, 2.34, -3.66], [2.46, 1.70, -4.53], [0.06, -1.18, -5.38], [1.25, -0.22, -5.99], [-0.40, 0.46, -5.62], [-0.23, 2.84, 0.20], [0.97, 3.72, 0.45], [1.75, 3.16, -0.59], [1.47, 2.89, 1.56], [4.95, -0.74, -0.91], [4.65, 0.48, -0.37], [3.45, 0.70, 0.30], [2.47, -0.32, 0.34], [2.89, -1.60, -0.06], [4.06, -1.79, -0.79], [5.85, -0.78, -1.52], [5.26, 1.35, -0.53], [3.35, 1.73, 0.75], [2.29, -2.47, 0.26], [4.33, -2.82, -1.19]],
  "e_tot_ha": -2178.3317,
  "total_charge": 0,
  "multiplicity": 1,
  "lumo_ev": 0.296,
  "de_lowest_kj_mol": 0.0,
  "homo_ha": -0.307,
  "homo_lumo_gap_ha": 0.3181
}

---

{
  "formula": "C26H51N2OP2Pm",
  "method": "ωB97M-V/def2-TZVPD",
  "elements": ["Pm", "P", "P", "N", "C", "H", "H", "C", "H", "H", "C", "H", "H", "C", "H", "H", "C", "C", "H", "H", "H", "C", "C", "H", "H", "H", "C", "C", "H", "H", "H", "C", "C", "H", "H", "H", "C", "O", "C", "H", "H", "H", "C", "H", "H", "H", "C", "H", "H", "H", "C", "H", "H", "H", "H", "H", "H", "H", "H", "H", "C", "N", "C", "C", "C", "C", "C", "C", "C", "C", "H", "H", "H", "H", "H", "H", "H", "H", "H", "H", "H", "H", "H"],
  "positions_angstrom": [[0.81, 0.20, -0.32], [-0.36, 2.30, -1.74], [1.38, -2.48, -0.78], [1.40, -0.06, -2.86], [0.00, 1.98, -3.51], [-0.94, 2.16, -4.06], [0.73, 2.74, -3.84], [0.52, 0.58, -3.89], [-0.31, -0.12, -4.08], [1.09, 0.64, -4.83], [2.07, -1.33, -3.31], [3.16, -1.21, -3.14], [1.92, -1.43, -4.40], [1.56, -2.61, -2.62], [2.24, -3.44, -2.83], [0.57, -2.89, -3.02], [0.59, -3.99, -0.10], [-0.94, -3.79, -0.05], [-1.37, -3.68, -1.05], [-1.22, -2.90, 0.53], [-1.42, -4.66, 0.43], [3.17, -2.36, -0.27], [3.31, -1.84, 1.17], [4.17, -1.16, 1.23], [3.47, -2.66, 1.88], [2.43, -1.26, 1.54], [0.71, 3.77, -1.25], [0.34, 4.29, 0.15], [1.14, 4.97, 0.48], [0.26, 3.49, 0.90], [-0.59, 4.87, 0.13], [-2.13, 2.77, -1.54], [-2.56, 2.69, -0.06], [-3.65, 2.58, -0.02], [-2.29, 3.60, 0.49], [-2.13, 1.83, 0.47], [-1.29, -0.50, -1.38], [-2.18, -0.89, -2.02], [3.92, -3.68, -0.52], [3.29, -4.49, -0.92], [4.73, -3.52, -1.25], [4.40, -4.04, 0.40], [0.75, 4.89, -2.29], [0.76, 5.86, -1.78], [1.67, 4.82, -2.88], [-0.11, 4.89, -2.99], [-2.55, 4.09, -2.17], [-3.64, 4.20, -2.02], [-2.07, 4.96, -1.70], [-2.37, 4.12, -3.25], [1.11, -4.39, 1.29], [1.05, -3.57, 2.02], [0.51, -5.22, 1.67], [2.15, -4.74, 1.26], [0.83, -4.79, -0.82], [-2.65, 1.96, -2.09], [3.58, -1.59, -0.94], [1.71, 3.32, -1.19], [2.15, 0.61, -2.65], [2.60, 1.13, -0.65], [-3.30, -0.85, 1.41], [-3.01, -0.84, 2.87], [-4.09, -1.53, 3.64], [-1.59, -1.35, 3.18], [-0.58, -0.23, 3.19], [-0.34, 0.38, 4.44], [0.60, 1.41, 4.56], [1.30, 1.86, 3.44], [1.03, 1.27, 2.17], [0.09, 0.23, 2.05], [-3.37, -1.89, 1.08], [-2.50, -0.34, 0.87], [-4.26, -0.34, 1.24], [-3.03, 0.15, 3.17], [-4.11, -2.59, 3.33], [-3.86, -1.44, 4.70], [-5.04, -1.05, 3.41], [-1.67, -1.82, 4.18], [-1.37, -2.14, 2.45], [-0.88, 0.01, 5.32], [0.79, 1.84, 5.54], [2.05, 2.64, 3.52], [1.62, 1.62, 1.30]],
  "e_tot_ha": -2496.5120,
  "total_charge": 2,
  "multiplicity": 5,
  "s_squared": 6.0083,
  "lumo_ev": [-5.936, -5.860],
  "homo_ha": [-0.498, -0.496],
  "homo_lumo_gap_ha": [0.2796, 0.2806]
}

---

{
  "formula": "C26H51N6O12P2",
  "method": "ωB97M-V/def2-TZVPD",
  "elements": ["C", "C", "C", "N", "C", "N", "C", "C", "C", "C", "N", "C", "C", "O", "N", "C", "O", "C", "C", "O", "N", "O", "C", "N", "H", "H", "H", "H", "H", "H", "H", "H", "H", "H", "H", "H", "H", "H", "H", "H", "H", "H", "H", "H", "H", "O", "P", "O", "C", "C", "O", "C", "C", "O", "C", "C", "H", "H", "H", "H", "H", "H", "H", "H", "H", "H", "H", "H", "H", "H", "H", "O", "P", "O", "C", "C", "O", "C", "C", "O", "C", "C", "H", "H", "H", "H", "H", "H", "H", "H", "H", "H", "H", "H", "H", "H", "H"],
  "positions_angstrom": [[4.71, -3.24, -2.73], [3.45, -3.69, -2.52], [2.32, -2.80, -3.06], [1.26, -3.20, -3.82], [0.56, -1.99, -4.08], [-0.54, -1.89, -4.80], [-1.18, -3.10, -5.39], [-2.45, -3.46, -4.51], [-2.13, -4.57, -3.42], [-3.48, -4.94, -2.67], [-3.68, -4.20, -1.40], [-4.26, -2.90, -1.56], [-5.28, -2.51, -2.66], [-3.96, -2.05, -0.74], [1.21, -0.97, -3.46], [0.96, 0.47, -3.40], [-0.40, 0.81, -3.67], [-0.65, 2.07, -3.02], [-1.19, 2.01, -1.56], [-0.41, 3.07, -3.61], [2.31, -1.43, -2.79], [3.19, -0.74, -2.05], [3.02, -1.08, -0.70], [3.01, -1.71, 0.24], [4.96, -2.64, -3.64], [5.54, -3.46, -2.02], [3.21, -4.62, -1.97], [-1.02, -1.01, -5.00], [-0.46, -3.94, -5.53], [-1.54, -2.82, -6.41], [-2.69, -2.52, -3.93], [-3.32, -3.74, -5.15], [-1.32, -4.24, -2.73], [-1.82, -5.48, -3.99], [-4.34, -4.90, -3.37], [-3.37, -6.03, -2.38], [-2.76, -4.03, -0.99], [-5.88, -1.60, -2.42], [-5.98, -3.38, -2.79], [-4.82, -2.34, -3.67], [1.21, 0.88, -2.37], [1.63, 1.02, -4.12], [-1.27, 0.94, -1.25], [-0.42, 2.47, -0.90], [-2.16, 2.55, -1.50], [-1.27, -3.60, 6.15], [0.16, -3.26, 5.77], [0.12, -3.84, 4.21], [-0.95, -3.49, 3.35], [-0.73, -2.14, 2.70], [0.87, -4.54, 6.55], [0.38, -4.92, 7.84], [-0.42, -6.21, 7.73], [1.69, -2.63, 5.53], [2.70, -3.39, 4.87], [3.09, -2.69, 3.58], [-1.91, -3.52, 3.87], [-1.00, -4.26, 2.57], [-0.54, -1.37, 3.46], [-1.61, -1.84, 2.12], [0.13, -2.16, 2.04], [-0.21, -4.13, 8.29], [1.25, -5.08, 8.49], [-1.18, -6.14, 6.95], [-0.90, -6.45, 8.67], [0.24, -7.04, 7.45], [2.38, -4.41, 4.67], [3.56, -3.45, 5.54], [2.21, -2.32, 3.05], [3.64, -3.36, 2.92], [3.72, -1.82, 3.79], [-1.36, 6.33, 0.10], [-0.28, 7.27, -0.38], [1.03, 6.39, 0.13], [1.11, 5.00, -0.15], [1.64, 4.74, -1.55], [-0.42, 8.36, 0.85], [-1.72, 8.71, 1.33], [-1.96, 8.06, 2.68], [0.71, 8.35, -1.17], [1.89, 8.86, -0.54], [3.11, 8.42, -1.33], [0.15, 4.51, -0.01], [1.79, 4.57, 0.59], [1.06, 5.29, -2.29], [1.61, 3.68, -1.78], [2.68, 5.08, -1.63], [-2.49, 8.43, 0.62], [-1.75, 9.80, 1.44], [-1.75, 6.99, 2.65], [-2.99, 8.21, 3.00], [-1.29, 8.49, 3.43], [1.97, 8.54, 0.50], [1.82, 9.95, -0.54], [3.03, 7.38, -1.63], [4.02, 8.54, -0.73], [3.21, 9.01, -2.24]],
  "e_tot_ha": -2934.9248,
  "total_charge": 1,
  "multiplicity": 1,
  "lumo_ev": -3.940,
  "homo_ha": -0.413,
  "homo_lumo_gap_ha": 0.2685
}